Record 1
33
Properties=species:S:1:pos:R:3:forces:R:3:lowdin_spin:R:1 method="wB97M-V/def2-TZVPD" homo_ev="-4.364 / -4.358" homo_lumo_gap_ev="7.151 / 7.145" s2=2.00 total_charge=-1 multiplicity=3
C -2.687 -0.490 -1.209 -0.16 0.35 0.66 -0.002
C -2.411 -1.025 0.098 -0.27 0.62 -0.05 0.000
C -2.036 0.056 0.943 -0.23 -0.23 -0.58 -0.001
H -2.486 -2.070 0.402 0.09 0.37 -0.21 0.000
C -2.077 1.257 0.181 -0.16 -0.61 -0.26 -0.001
C -2.490 0.928 -1.144 -0.14 -0.51 0.60 0.000
H -2.695 1.654 -1.929 0.19 -0.32 0.16 0.000
H -3.037 -1.066 -2.064 0.16 0.21 0.21 0.000
H -1.781 -0.020 2.000 0.06 0.00 -0.36 0.000
H -1.916 2.258 0.580 0.13 -0.28 -0.23 0.000
Tm -0.123 -0.450 -1.027 -2.94 -1.55 4.41 2.017
Br -0.043 -3.053 -1.468 0.04 -0.98 -0.10 -0.001
C 1.789 0.796 -1.642 0.44 0.81 -1.23 0.001
C 0.619 1.553 -1.996 0.95 0.24 -1.17 -0.002
C -0.074 0.823 -3.024 1.09 0.43 -0.81 -0.002
H 0.315 2.527 -1.597 0.15 -0.60 -0.07 0.000
C 0.639 -0.386 -3.273 1.05 1.14 -0.85 -0.001
C 1.801 -0.400 -2.422 0.21 1.03 -1.07 -0.002
H 2.579 -1.163 -2.417 -0.46 0.16 0.20 0.000
H 2.536 1.092 -0.907 -0.36 -0.20 -0.24 0.000
H -0.960 1.157 -3.563 0.26 -0.23 0.37 0.000
H 0.387 -1.126 -4.036 0.04 0.22 0.57 0.000
F 1.370 -0.321 5.173 0.05 0.09 -0.29 0.000
C 1.346 -0.281 3.796 -0.14 -0.16 -0.10 0.001
C 1.173 0.948 3.167 0.17 0.12 -0.50 0.000
C 1.092 0.964 1.753 0.11 -0.28 2.17 0.000
C 1.124 -0.239 1.086 -0.33 0.21 -3.14 -0.006
C 1.392 -1.442 1.692 0.03 -0.12 1.98 0.000
C 1.475 -1.480 3.107 0.20 -0.03 -0.61 0.000
H 1.094 1.857 3.761 0.04 -0.17 0.01 0.000
H 0.959 1.919 1.238 -0.10 -0.21 0.11 0.000
H 1.496 -2.359 1.101 -0.18 0.22 0.35 0.000
H 1.630 -2.417 3.639 -0.01 0.23 0.08 0.000

Record 2
89
Properties=species:S:1:pos:R:3:forces:R:3:lowdin_spin:R:1 method="wB97M-V/def2-TZVPD" relative_energy_kj_mol=111.1 homo_ev="-16.458 / -16.284" homo_lumo_gap_ev="6.910 / 5.640" s2=3.82 total_charge=+3 multiplicity=4
Re -0.878 0.515 -0.474 -0.41 0.71 -0.22 1.807
C -1.277 -0.669 4.495 -0.01 -0.01 0.00 0.000
C -1.734 -0.515 3.041 -0.10 -0.04 -0.01 0.011
Ge -0.735 0.862 2.068 0.32 -0.08 -0.03 0.032
C -1.202 2.719 2.458 0.03 0.07 0.03 0.010
C -0.907 3.128 3.903 -0.01 0.01 -0.02 0.000
C 1.162 0.608 2.552 -0.04 0.05 0.08 0.313
C 2.223 0.712 1.681 0.02 0.04 -0.09 0.078
Ge 1.755 0.876 -0.270 -0.54 -0.53 0.14 -0.003
C 2.281 2.692 -0.769 0.11 0.04 -0.05 0.003
C 3.636 2.794 -1.476 -0.03 0.07 -0.02 0.001
C 2.271 -0.612 -1.459 0.17 0.01 0.01 -0.002
C 3.729 -1.057 -1.579 -0.01 0.04 0.00 0.000
C 3.560 0.874 2.160 0.04 0.03 0.09 0.131
C 3.842 1.137 3.543 -0.02 -0.04 -0.07 0.089
C 5.126 1.304 3.979 0.02 0.00 -0.02 0.014
C 6.187 1.219 3.065 0.01 0.01 0.00 0.189
C 5.948 0.987 1.700 0.01 0.02 0.02 0.026
C 4.664 0.837 1.257 -0.04 -0.04 0.05 0.072
H -1.921 -1.374 5.020 0.00 0.00 0.00 0.000
H -1.319 0.272 5.043 0.01 0.00 0.00 0.000
H -0.260 -1.056 4.565 0.01 0.01 -0.01 0.000
H -2.788 -0.239 2.990 0.00 -0.01 -0.02 0.001
H -1.612 -1.458 2.505 -0.02 -0.02 0.00 -0.001
H -2.263 2.821 2.226 0.00 0.03 -0.01 0.001
H -0.654 3.342 1.750 -0.01 0.02 0.01 0.000
H -1.510 2.567 4.617 0.00 0.00 0.00 0.000
H -1.131 4.184 4.050 0.00 0.00 0.00 0.000
H 0.144 2.984 4.163 0.00 0.00 0.00 0.001
H 1.367 0.418 3.604 0.00 -0.01 -0.01 0.013
H 2.269 3.278 0.153 0.02 0.05 -0.03 0.000
H 1.497 3.103 -1.401 -0.02 0.04 0.03 0.000
H 4.467 2.553 -0.814 -0.02 0.02 -0.05 0.000
H 3.799 3.814 -1.826 0.01 0.00 0.01 0.001
H 3.694 2.140 -2.347 0.00 -0.01 0.00 0.000
H 1.897 -0.293 -2.437 -0.03 -0.04 -0.02 0.000
H 1.651 -1.457 -1.147 0.00 -0.01 -0.02 0.000
H 4.378 -0.252 -1.925 0.01 0.00 0.03 0.000
H 3.815 -1.868 -2.303 -0.01 0.02 -0.02 0.000
H 4.118 -1.439 -0.635 0.01 0.02 0.04 0.000
H 3.029 1.224 4.249 0.03 -0.02 0.02 0.003
H 5.330 1.502 5.022 0.00 0.00 0.00 -0.002
H 7.204 1.345 3.414 0.00 -0.01 0.00 0.008
H 6.779 0.936 1.010 0.00 0.00 0.00 -0.001
H 4.481 0.672 0.206 -0.03 -0.09 -0.03 0.001
C -2.295 2.312 -4.265 0.01 0.03 0.01 0.000
C -1.113 2.184 -3.321 -0.02 0.00 -0.05 0.001
C 0.177 2.708 -3.933 0.02 -0.01 0.01 0.001
O -0.910 0.788 -2.960 0.04 -0.10 0.01 0.016
C -1.412 2.941 -2.019 -0.01 -0.29 0.10 0.008
O -2.026 3.946 -1.901 -0.11 0.02 -0.01 0.011
O -0.828 2.319 -0.930 0.03 0.26 0.09 0.032
H -2.060 1.845 -5.221 0.00 -0.01 0.00 0.000
H -2.512 3.364 -4.438 0.01 0.00 -0.02 0.000
H -3.185 1.844 -3.840 0.00 0.01 0.01 0.000
H 0.307 2.282 -4.927 -0.01 -0.01 0.00 0.000
H 1.038 2.429 -3.327 -0.01 0.02 0.00 0.000
H 0.139 3.794 -4.022 0.00 0.00 -0.01 0.000
H -1.672 0.298 -3.299 0.01 -0.03 0.00 0.001
C 0.744 -7.715 -1.343 -0.01 0.01 0.01 0.000
C 0.076 -6.377 -1.257 0.02 -0.02 0.01 0.000
C 0.003 -5.686 -0.039 0.00 0.02 0.04 0.000
C -0.629 -4.464 0.053 0.01 -0.09 -0.05 0.000
C -1.181 -3.916 -1.106 -0.10 0.11 0.02 0.000
C -1.102 -4.563 -2.338 0.07 -0.05 -0.02 0.000
C -0.481 -5.797 -2.397 -0.01 0.05 -0.05 0.000
S -2.049 -2.415 -1.091 0.07 0.02 -0.03 0.019
C -3.269 -2.621 0.195 0.05 0.01 0.00 0.000
O -1.030 -1.395 -0.352 0.20 -0.18 -0.02 0.069
H 1.054 -8.074 -0.365 0.00 0.00 0.00 0.000
H 1.624 -7.660 -1.986 0.00 0.01 0.00 0.000
H 0.069 -8.448 -1.784 0.00 0.00 0.00 0.000
H 0.442 -6.127 0.846 -0.01 -0.01 0.00 0.000
H -0.682 -3.943 1.002 0.01 -0.01 0.00 0.000
H -1.526 -4.118 -3.229 -0.02 0.00 0.01 0.000
H -0.423 -6.318 -3.344 -0.01 -0.01 0.00 0.000
H -2.839 -3.185 1.019 -0.03 0.04 0.04 0.000
H -4.091 -3.175 -0.259 0.01 -0.03 0.02 0.000
H -3.597 -1.630 0.507 0.00 -0.01 -0.03 0.000
N -5.966 2.376 0.097 0.04 -0.04 0.00 0.000
C -5.141 1.834 -1.033 0.00 0.04 -0.04 0.000
C -3.910 1.153 -0.424 -0.09 0.07 0.21 0.008
O -3.096 0.656 -1.259 0.33 -0.17 -0.01 0.018
O -3.800 1.159 0.806 0.00 0.00 -0.13 0.017
H -6.889 1.945 0.160 0.00 0.00 0.01 0.000
H -6.098 3.387 0.042 0.01 0.00 0.01 0.000
H -5.419 2.142 0.951 -0.02 0.01 -0.01 0.000
H -4.825 2.653 -1.676 0.01 0.01 0.00 0.000
H -5.726 1.133 -1.622 -0.01 0.00 0.02 0.000

Record 3
78
Properties=species:S:1:pos:R:3:forces:R:3:mulliken_charge:R:1 method="wB97M-V/def2-TZVPD" homo_ev=-7.687 homo_lumo_gap_ev=8.308 smiles="CCOC(=O)C(C(=O)OCC)(c1ccccc1)C(c1ccc(N(C)CC(F)(F)F)cc1)c1ccc(N(C)CC(F)(F)F)cc1" total_charge=0
C 4.161 -1.870 -2.764 0.36 0.25 -0.37 -1.251
C 3.396 -2.604 -1.714 -0.23 0.17 -0.26 0.090
O 2.044 -2.058 -1.823 0.08 -0.51 0.70 -0.392
C 1.285 -2.476 -0.817 0.77 -1.37 0.89 -1.387
O 1.704 -3.341 -0.046 -0.92 1.15 -0.79 -0.655
C -0.085 -1.820 -0.649 0.01 -0.95 -2.44 5.033
C -0.368 -0.846 -1.815 -0.73 0.24 -1.02 -0.764
O -1.404 -0.829 -2.456 1.03 -0.27 0.66 -0.723
O 0.600 0.044 -2.086 -0.85 -0.18 0.11 0.057
C 0.143 0.961 -3.116 0.10 0.00 0.22 -0.181
C 1.370 1.620 -3.644 0.34 0.23 -0.29 -1.270
C -1.163 -2.952 -0.769 -0.32 -0.21 0.22 -0.223
C -2.518 -2.672 -1.024 -0.43 -0.29 0.14 0.039
C -3.470 -3.696 -1.142 0.49 0.05 0.23 -1.335
C -3.097 -5.037 -1.007 0.25 0.17 0.00 -0.488
C -1.756 -5.332 -0.760 -0.30 0.30 0.07 -0.911
C -0.824 -4.299 -0.624 -0.02 -0.41 0.03 -0.751
C -0.131 -1.076 0.658 -0.41 0.73 2.10 0.091
C 1.116 -0.276 1.115 -0.15 0.19 0.50 -0.886
C 2.412 -0.819 1.179 0.19 0.07 0.08 -0.238
C 3.501 -0.106 1.644 -0.35 0.76 0.50 -1.114
C 3.326 1.193 2.178 -1.34 -0.68 -0.79 0.939
N 4.388 1.960 2.531 1.79 0.07 0.60 0.087
C 4.257 3.081 3.415 -0.29 0.47 0.15 -1.227
C 5.712 1.741 1.969 -0.77 -0.13 0.51 -1.047
C 5.750 2.370 0.614 -0.77 0.81 -1.48 1.052
F 6.928 2.233 -0.043 -0.71 0.10 0.53 -0.292
F 4.764 1.845 -0.192 1.14 0.52 0.50 -0.177
F 5.472 3.715 0.720 0.47 -1.03 -0.27 -0.286
C 2.005 1.692 2.286 0.67 -0.32 -0.13 -1.138
C 0.948 0.965 1.754 0.03 -0.18 0.01 -0.696
C -1.431 -0.262 0.705 0.47 -0.21 0.27 -0.166
C -2.559 -0.820 1.324 0.37 0.35 -0.07 -1.110
C -3.779 -0.172 1.267 0.10 0.29 -0.42 -0.808
C -3.897 1.012 0.508 1.13 -0.45 -0.01 0.961
N -5.119 1.583 0.302 -1.62 0.01 0.03 0.327
C -5.402 2.366 -0.872 0.25 0.41 -0.35 -1.150
C -6.136 1.556 1.330 0.46 -0.09 -0.53 -0.962
C -5.877 2.691 2.277 0.92 1.15 0.63 1.048
F -6.772 2.789 3.292 0.55 -0.06 -0.71 -0.280
F -4.623 2.561 2.834 -1.32 0.23 -0.29 -0.259
F -5.870 3.886 1.596 -0.18 -0.84 0.79 -0.281
C -2.753 1.601 -0.075 -0.25 -0.27 0.35 -1.399
C -1.522 0.982 0.070 -0.31 -0.10 0.15 -0.074
H 5.210 -2.165 -2.762 0.00 -0.08 -0.03 0.456
H 3.732 -2.080 -3.746 0.13 0.10 0.01 0.318
H 4.116 -0.794 -2.572 -0.03 -0.13 -0.08 0.227
H 3.360 -3.690 -1.865 0.01 0.27 0.05 0.327
H 3.770 -2.393 -0.710 -0.05 -0.13 -0.18 0.160
H -0.375 0.396 -3.897 0.09 0.21 0.22 0.359
H -0.575 1.641 -2.639 0.14 -0.05 -0.23 0.210
H 1.099 2.462 -4.279 0.03 0.08 -0.04 0.444
H 2.016 1.971 -2.839 0.01 0.04 -0.03 0.222
H 1.913 0.899 -4.257 0.18 0.10 0.06 0.291
H -2.870 -1.652 -1.120 0.11 -0.34 0.01 0.567
H -4.511 -3.426 -1.319 0.26 -0.07 0.02 0.411
H -3.841 -5.832 -1.072 0.20 0.21 -0.06 0.403
H -1.415 -6.362 -0.640 -0.17 0.30 -0.03 0.404
H 0.188 -4.582 -0.370 -0.22 0.01 -0.13 0.478
H -0.262 -1.863 1.412 0.13 0.02 -0.05 0.917
H 2.632 -1.849 0.940 -0.28 0.24 -0.09 1.273
H 4.492 -0.565 1.654 -0.45 0.03 -0.09 0.148
H 3.563 2.850 4.231 0.13 0.01 -0.09 0.431
H 5.241 3.298 3.841 -0.26 0.11 0.03 0.321
H 3.890 3.979 2.897 0.08 -0.01 0.14 0.341
H 6.433 2.255 2.608 0.13 -0.34 -0.19 0.356
H 5.931 0.676 1.870 0.29 0.21 0.09 0.299
H 1.817 2.665 2.747 0.05 -0.36 -0.19 0.476
H -0.044 1.389 1.885 0.23 -0.15 -0.11 0.537
H -2.480 -1.789 1.825 0.01 0.36 -0.16 0.372
H -4.659 -0.621 1.725 0.32 0.05 -0.10 0.263
H -4.919 1.921 -1.756 -0.15 0.07 0.31 0.356
H -6.488 2.372 -1.031 0.29 0.09 -0.05 0.346
H -5.050 3.407 -0.778 -0.20 -0.18 -0.13 0.306
H -7.109 1.706 0.853 0.01 -0.22 0.36 0.371
H -6.077 0.629 1.899 -0.41 0.13 -0.05 0.195
H -2.835 2.554 -0.605 0.01 -0.34 0.25 0.457
H -0.620 1.505 -0.263 -0.33 -0.41 -0.16 1.154

Record 4
56
Properties=species:S:1:pos:R:3:forces:R:3:mulliken_charge:R:1 method="wB97M-V/def2-TZVPD" relative_energy_kj_mol=101.8 homo_ev=-10.764 homo_lumo_gap_ev=5.480 total_charge=+1
C -3.355 4.773 -3.686 -0.25 -0.47 -0.03 -0.820
O -3.535 3.343 -3.784 -0.06 0.18 0.60 -0.404
C -3.236 2.596 -2.688 0.46 0.08 0.30 0.608
C -3.256 1.190 -2.842 0.12 0.72 -0.09 -0.766
C -2.647 0.399 -1.887 0.06 0.11 0.26 -0.395
C -2.015 0.962 -0.761 0.27 -0.29 -0.05 -0.632
C -1.108 0.055 0.100 -2.11 0.38 1.54 0.012
C -0.956 0.519 1.556 0.22 -0.24 -0.40 0.391
C -1.347 -0.327 2.595 0.04 0.25 0.02 -0.243
C -1.211 0.087 3.918 0.00 0.05 -0.21 -0.902
C -0.690 1.350 4.209 0.10 -0.07 0.11 0.909
C -0.633 1.834 5.628 0.07 0.10 0.36 -1.422
C -0.198 2.148 3.175 -0.14 -0.19 -0.40 -1.261
C -0.316 1.729 1.849 -0.01 -0.04 0.35 -0.335
C -2.212 2.320 -0.512 0.04 0.04 0.00 -0.323
C -2.833 3.145 -1.449 -0.14 -0.24 -0.70 -0.802
H -3.518 5.130 -4.702 0.02 0.07 0.21 0.240
H -4.100 5.207 -3.004 0.20 -0.06 -0.20 0.322
H -2.340 5.034 -3.349 -0.25 -0.18 -0.10 0.371
H -3.673 0.775 -3.757 0.05 0.04 0.21 0.437
H -2.641 -0.686 -2.016 -0.04 0.32 -0.02 0.514
H -1.624 -0.916 0.125 0.18 0.05 0.01 0.660
H -1.761 -1.308 2.352 -0.02 0.25 0.14 0.412
H -1.517 -0.568 4.736 0.00 0.20 -0.23 0.394
H -0.657 2.930 5.668 0.00 -0.26 0.02 0.381
H -1.483 1.449 6.204 0.21 0.11 -0.10 0.389
H 0.288 1.503 6.128 -0.21 0.06 -0.11 0.268
H 0.262 3.111 3.401 -0.14 -0.24 -0.03 0.379
H 0.071 2.363 1.045 -0.11 -0.22 0.32 0.497
H -1.880 2.773 0.422 -0.11 -0.17 -0.38 0.569
H -2.953 4.211 -1.247 0.10 -0.42 -0.06 0.429
C 3.585 -3.298 1.513 -0.33 0.14 0.11 -1.062
Si 3.135 -3.007 -0.265 0.94 -0.56 -0.47 0.078
C 4.249 -1.738 -1.058 -0.07 0.10 0.05 -1.027
C 3.061 -4.599 -1.247 -0.09 0.13 0.05 -1.040
C 1.314 -2.371 -0.517 -1.07 1.63 -0.35 0.978
C 1.037 -1.987 -2.001 0.07 -0.39 -0.02 -0.994
C 0.337 -0.619 -1.965 0.07 0.33 -0.08 -0.766
C 0.267 -0.147 -0.475 2.24 -0.01 -2.02 0.707
C 1.006 -1.198 0.250 -0.75 -1.34 -0.11 -1.637
H 2.861 -3.954 2.013 0.19 0.10 -0.03 0.345
H 4.570 -3.783 1.551 -0.20 0.11 -0.01 0.349
H 3.646 -2.355 2.069 0.04 -0.20 -0.01 0.361
H 3.966 -1.506 -2.092 0.16 -0.09 0.25 0.365
H 4.241 -0.802 -0.483 0.12 -0.16 -0.12 0.334
H 5.274 -2.133 -1.065 -0.16 0.16 -0.01 0.380
H 2.838 -4.405 -2.305 0.09 -0.08 0.22 0.334
H 4.024 -5.119 -1.183 -0.18 0.03 -0.06 0.355
H 2.278 -5.260 -0.849 0.23 0.06 -0.08 0.352
H 0.757 -3.280 -0.204 0.52 0.35 0.50 0.540
H 1.961 -1.913 -2.590 -0.19 -0.19 0.28 0.282
H 0.427 -2.755 -2.489 0.11 0.19 0.13 0.301
H 0.897 0.136 -2.534 -0.22 -0.31 0.04 0.359
H -0.645 -0.712 -2.431 0.19 0.26 0.22 0.112
H 0.803 0.816 -0.391 -0.14 -0.22 0.21 0.573
H 1.185 -1.142 1.324 -0.10 0.03 -0.05 0.545